Here is a structure of composition C3H3LiO2 from OMol25. Energies are from the ωB97M-V functional and the def2-TZVPD basis.

As for the charge: +1. For the energy relative to the best compared isomer or geometry (same formula, charge and spin), the calculation gives 1.880 eV. The HOMO energy (alpha / beta) comes out at -0.40636 / -0.46550 hartree. Its spin multiplicity is 2. The total energy is -7450.26230 eV. Its HOMO-LUMO gap (alpha / beta) is 0.223 / 0.282 Eh.

CARTESIAN COORDINATES (ANGSTROEM)
C: -2.2854 0.5918 0.1313
C: -1.0200 0.9307 0.0821
H: -2.6112 -0.4535 0.1527
H: -0.4482 1.8547 -0.0101
H: -3.0732 1.3566 0.1656
O: 0.5206 -0.7410 -0.0313
C: 1.6774 -0.8418 -0.1541
O: 2.7689 -1.2568 -0.1395
Li: 4.4711 -1.4407 -0.1968